[1]
{
  "formula": "C3H2EuO2",
  "method": "the ωB97M-V functional and the def2-TZVPD basis",
  "elements": ["O", "C", "C", "H", "H", "C", "O", "Eu"],
  "positions_angstrom": [[-2.9779, -0.0110, 0.0657], [-3.8498, 1.4196, 0.7323], [-3.8664, 1.4482, -0.5177], [-3.7005, 1.7562, 1.7485], [-3.7481, 1.8284, -1.5224], [-0.9552, -0.4984, -0.0758], [0.0664, 0.0417, -0.1793], [1.8814, 1.6417, -0.3460]],
  "lowdin_spin": [0.00, 0.00, 0.00, 0.00, 0.00, 0.00, -0.01, 7.01],
  "spin_multiplicity": 8,
  "total_charge": 2,
  "homo_lumo_gap_ev": [5.44, 5.70],
  "s_squared": 15.758
}

=====

[2]
{
  "formula": "H2N2O3",
  "method": "the ωB97M-V functional and the def2-TZVPD basis",
  "elements": ["O", "N", "N", "O", "O", "H", "H"],
  "positions_angstrom": [[0.2616, -0.6019, -1.8306], [0.8987, -0.3655, -0.8159], [0.1577, 0.0329, 0.1615], [0.6360, 0.5440, 1.3376], [-1.1809, 0.3513, -0.0672], [0.4926, -0.0421, 2.1513], [-1.2657, 0.0812, -0.9368]],
  "lowdin_charge": [-0.06, -0.03, -0.26, 0.06, 0.10, 0.17, 0.03],
  "smiles": "O=NN(O)O",
  "homo_lumo_gap_ev": 10.58
}

=====

[3]
{
  "formula": "C28H37N5O3",
  "method": "the ωB97M-V functional and the def2-TZVPD basis",
  "elements": ["C", "C", "C", "C", "N", "C", "C", "C", "C", "C", "C", "C", "N", "C", "O", "C", "C", "C", "C", "N", "C", "C", "C", "C", "C", "C", "C", "N", "C", "C", "O", "C", "O", "N", "C", "C", "H", "H", "H", "H", "H", "H", "H", "H", "H", "H", "H", "H", "H", "H", "H", "H", "H", "H", "H", "H", "H", "H", "H", "H", "H", "H", "H", "H", "H", "H", "H", "H", "H", "H", "H", "H", "H"],
  "positions_angstrom": [[-2.6493, 1.2152, -1.7590], [-3.2480, 1.6666, -0.4322], [-2.1720, 1.8950, 0.6261], [-2.7657, 2.3050, 1.9784], [-1.7311, 2.3378, 3.0040], [-1.4733, 1.0261, 3.5840], [-2.4677, 0.5393, 4.6466], [-2.1891, -0.9107, 5.0332], [-3.1428, -1.3994, 6.1166], [-1.8808, 3.4163, 3.9753], [-0.6288, 3.6299, 4.8331], [0.5727, 4.1245, 4.0179], [0.8259, 3.2910, 2.8663], [1.7225, 2.2740, 2.8882], [2.5534, 2.1009, 3.7562], [1.5832, 1.3897, 1.6852], [1.6398, 0.0014, 1.8450], [1.4195, -0.8364, 0.7778], [1.1568, -0.3008, -0.4894], [0.8867, -1.1234, -1.5372], [0.6311, -0.6748, -2.7334], [0.3192, -1.6202, -3.7982], [-0.3656, -1.1806, -4.9391], [-0.6417, -2.0279, -5.9895], [-0.2277, -3.3508, -5.9357], [0.4283, -3.8245, -4.8189], [0.6899, -2.9910, -3.7323], [1.3088, -3.4719, -2.5920], [1.8699, -4.6926, -2.3494], [2.4298, -4.7720, -0.9425], [1.9214, -5.6126, -3.1333], [0.6945, 0.7843, -3.0300], [0.5791, 1.3211, -4.1142], [0.9408, 1.5657, -1.9231], [1.1580, 1.0983, -0.6557], [1.3594, 1.9373, 0.4337], [-1.9850, 1.9764, -2.1620], [-3.4333, 1.0293, -2.4887], [-2.0813, 0.2954, -1.6294], [-3.9450, 0.9049, -0.0754], [-3.8138, 2.5887, -0.5819], [-1.5905, 0.9783, 0.7458], [-1.4855, 2.6744, 0.2880], [-3.2056, 3.3005, 1.8817], [-3.5798, 1.6143, 2.2401], [-1.4597, 0.3083, 2.7604], [-0.4676, 1.0315, 4.0132], [-3.4882, 0.6213, 4.2642], [-2.3941, 1.1633, 5.5393], [-2.2855, -1.5465, 4.1499], [-1.1600, -0.9946, 5.3901], [-4.1738, -1.3380, 5.7746], [-2.9288, -2.4333, 6.3762], [-3.0438, -0.7931, 7.0144], [-2.7448, 3.2563, 4.6400], [-2.0699, 4.3351, 3.4109], [-0.8598, 4.3759, 5.5954], [-0.3608, 2.7064, 5.3445], [0.3851, 5.1434, 3.6638], [1.4732, 4.1214, 4.6360], [-0.0008, 3.1410, 2.2966], [1.8463, -0.3968, 2.8262], [1.4347, -1.9086, 0.8951], [-0.6875, -0.1550, -4.9962], [-1.1758, -1.6574, -6.8508], [-0.4273, -4.0185, -6.7603], [0.7399, -4.8542, -4.7645], [1.3280, -2.7689, -1.8452], [2.9123, -5.7347, -0.8018], [3.1532, -3.9767, -0.7778], [1.6228, -4.6681, -0.2201], [0.9895, 2.5646, -2.0943], [1.3552, 3.0084, 0.2936]],
  "lowdin_charge": [-0.11, -0.26, -0.20, -0.19, -0.20, -0.19, -0.20, -0.27, -0.11, -0.19, -0.15, -0.17, 0.06, -0.47, 0.08, -0.13, -0.02, 0.01, -0.20, 0.15, -0.09, -0.08, -0.02, -0.08, -0.07, -0.01, -0.15, 0.12, -0.50, 0.00, 0.07, -0.39, 0.07, 0.18, -0.17, 0.03, 0.07, 0.07, 0.07, 0.11, 0.11, 0.10, 0.11, 0.12, 0.12, 0.12, 0.11, 0.11, 0.11, 0.11, 0.11, 0.07, 0.07, 0.07, 0.12, 0.12, 0.12, 0.11, 0.12, 0.12, 0.11, 0.12, 0.11, 0.10, 0.10, 0.11, 0.10, 0.09, 0.08, 0.08, 0.08, 0.17, 0.13],
  "smiles": "CCCCN(CCCC)CCCNC(=O)c1ccc2nc(-c3ccccc3NC(C)=O)c(=O)[nH]c2c1",
  "homo_lumo_gap_ev": 7.36
}

=====

[4]
{
  "formula": "C21H37ClCuN2SeSi",
  "method": "the ωB97M-V functional and the def2-TZVPD basis",
  "elements": ["Cu", "C", "N", "C", "Se", "N", "C", "C", "C", "C", "C", "C", "H", "H", "H", "H", "H", "H", "H", "H", "Cl", "C", "H", "H", "C", "C", "C", "C", "Si", "C", "C", "C", "C", "C", "C", "C", "C", "H", "H", "H", "H", "H", "H", "H", "H", "H", "H", "H", "H", "H", "H", "H", "H", "H", "H", "H", "H", "H", "H", "H", "H", "H", "H", "H"],
  "positions_angstrom": [[-0.8212, 0.1471, 1.9257], [1.8906, 3.8448, -1.7011], [1.6113, 3.5138, -0.3254], [0.4625, 3.8146, 0.3481], [-0.9646, 4.7694, -0.2757], [0.5986, 3.2928, 1.5881], [1.8229, 2.6661, 1.7270], [2.4152, 1.9999, 2.7857], [3.6880, 1.4884, 2.5730], [4.3435, 1.6417, 1.3500], [3.7467, 2.3113, 0.2906], [2.4756, 2.8157, 0.5049], [0.9934, 4.2894, -2.1248], [2.1447, 2.9377, -2.2515], [2.7169, 4.5558, -1.7630], [-0.1421, 3.2891, 2.2854], [1.8950, 1.8780, 3.7250], [4.1804, 0.9512, 3.3731], [5.3319, 1.2200, 1.2210], [4.2450, 2.4189, -0.6638], [-1.0245, 2.5295, 4.2338], [-0.8000, 0.7204, 3.8321], [-1.6106, 0.2673, 4.4083], [0.1206, 0.4719, 4.3679], [-0.3596, 1.0304, -2.0592], [-1.5133, 0.1226, -1.6145], [-2.0162, -0.6253, -2.8541], [-2.6190, 1.0815, -1.1433], [-0.9336, -0.9753, -0.0883], [-2.2263, -2.4521, 0.1276], [-2.1662, -3.5794, -0.9086], [-3.6524, -1.8852, 0.1243], [-2.0452, -3.0769, 1.5205], [0.8128, -1.7805, -0.5325], [0.9716, -2.3453, -1.9486], [1.9153, -0.7365, -0.3075], [1.1202, -2.9117, 0.4572], [-0.7341, 1.7879, -2.7605], [0.4382, 0.4798, -2.5607], [0.0680, 1.5640, -1.2073], [-2.2500, 0.0930, -3.6526], [-2.9283, -1.1894, -2.6549], [-1.2742, -1.3231, -3.2476], [-2.8993, 1.7541, -1.9652], [-2.2717, 1.7056, -0.3169], [-3.5198, 0.5644, -0.8165], [-2.2853, -3.2121, -1.9293], [-2.9719, -4.3042, -0.7221], [-1.2245, -4.1292, -0.8619], [-3.9642, -1.5354, -0.8596], [-3.7521, -1.0538, 0.8274], [-4.3592, -2.6684, 0.4317], [-1.0731, -3.5490, 1.6549], [-2.8132, -3.8467, 1.6827], [-2.1542, -2.3216, 2.3029], [0.8961, -1.5691, -2.7115], [0.2246, -3.1073, -2.1780], [1.9620, -2.8107, -2.0584], [1.8397, 0.1156, -0.9810], [2.9021, -1.1950, -0.4662], [1.8879, -0.3495, 0.7146], [0.4925, -3.7896, 0.2993], [0.9912, -2.5809, 1.4917], [2.1649, -3.2306, 0.3374]],
  "lowdin_charge": [0.22, -0.05, -0.09, -0.80, 0.54, 0.11, -0.19, -0.01, -0.09, -0.10, -0.02, -0.18, 0.03, 0.09, 0.09, 0.03, 0.09, 0.10, 0.10, 0.11, 0.34, -0.65, -0.05, -0.06, -0.13, -0.63, -0.11, -0.13, 0.74, -0.64, -0.11, -0.13, -0.13, -0.63, -0.11, -0.13, -0.13, 0.08, 0.06, 0.05, 0.08, 0.05, 0.06, 0.08, 0.04, 0.05, 0.06, 0.08, 0.05, 0.05, 0.07, 0.08, 0.05, 0.08, 0.06, 0.06, 0.06, 0.08, 0.05, 0.08, 0.06, 0.05, 0.07, 0.08],
  "total_charge": -1,
  "homo_lumo_gap_ev": 6.94
}